# 1
Here is a molecular structure, C9H28AgO9 from OMol25. Energies are from the ωB97M-V functional and the def2-TZVPD basis.

Last column: Mulliken charge in e.
Atoms and positions in Å:
Ag  -2.08461  -15.19541  -0.17903  0.61
C  -5.53223  -15.21632  0.60080  -0.80
O  -4.33677  -15.98468  0.64788  -0.25
H  -6.01246  -15.04283  1.57878  0.34
H  -5.41909  -14.24453  0.13421  0.29
H  -6.32454  -15.84070  0.16492  0.31
H  -4.54190  -16.91874  0.70149  0.19
C  -0.66222  -13.74033  3.69327  -0.56
C  -1.61308  -13.34333  2.54732  -0.12
O  -2.29463  -14.45112  1.96422  -0.37
O  -1.30283  -13.76650  4.96077  -0.53
H  0.15841  -13.02393  3.74148  0.38
H  -0.31231  -14.75112  3.48697  0.25
H  -1.02953  -12.80173  1.80287  0.25
H  -2.38438  -12.68956  2.96276  0.27
H  -3.20028  -14.52642  2.27228  0.17
H  -1.25865  -12.87897  5.32819  0.32
C  -4.02728  -15.57076  -3.46082  -0.63
C  -3.61308  -15.75745  -4.91349  -0.26
O  -3.63635  -17.12209  -5.32389  -0.48
O  -2.94269  -15.91426  -2.56073  -0.11
H  -4.85966  -16.22345  -3.18227  0.35
H  -4.38077  -14.55272  -3.30135  0.37
H  -2.63407  -15.30580  -5.08399  0.22
H  -4.38068  -15.26463  -5.51541  0.35
H  -3.44388  -17.70195  -4.58571  0.27
H  -2.89197  -16.86689  -2.47821  0.07
C  -0.26664  -13.03571  -1.84274  -0.49
C  0.17599  -14.46666  -2.10809  -0.34
O  0.29413  -15.19973  -0.89026  -0.43
O  -1.58173  -12.89056  -1.24701  -0.48
H  -0.32681  -12.51383  -2.80284  0.33
H  0.51556  -12.56098  -1.24007  0.42
H  1.15450  -14.44070  -2.58905  0.49
H  -0.63498  -14.89065  -2.71866  0.11
H  0.84088  -15.97977  -1.01539  0.26
H  -1.51087  -12.02016  -0.83890  0.27
C  -1.38381  -18.86755  0.74430  -0.31
C  -1.18986  -20.33872  0.37187  -0.52
O  -2.26189  -20.89498  -0.35169  -0.49
O  -1.33076  -18.00507  -0.42815  -0.31
H  -0.58805  -18.50366  1.38470  0.36
H  -2.40824  -18.82952  1.13315  0.18
H  -1.05298  -20.90054  1.29754  0.39
H  -0.23020  -20.45832  -0.14544  0.27
H  -2.60454  -20.31785  -1.03656  0.28
H  -1.78154  -18.46835  -1.13850  0.13

## Properties
gap between HOMO and LUMO = 0.358 Eh
total charge = +1
energy above the lowest of the compared OMol25 structures with the same formula, charge and spin = 29.6 kcal per mole

***

# 2
Here is C4H4N2O in the gas phase from OMol25. Energies are from the ωB97M-V functional and the def2-TZVPD basis.

Last column: Mulliken charge in e.
Atoms and positions in Å:
O  -1.46718  -1.63017  -1.00320  -0.45
C  -0.64223  -0.85942  -1.43772  -0.09
C  1.13797  -1.50129  0.40562  -0.46
C  0.84561  -0.42099  1.09831  0.10
N  0.13868  0.76850  0.96732  -0.16
C  -0.45915  1.18441  -0.20032  0.12
N  -0.68961  0.51332  -1.24775  -0.42
H  0.17376  -1.18083  -2.10944  0.45
H  1.39064  -0.58978  2.03746  0.32
H  0.29757  1.47325  1.67037  0.26
H  -0.72605  2.24299  -0.18065  0.34

## Properties
gap between HOMO and LUMO = 0.321 Eh
energy above the lowest of the compared OMol25 structures with the same formula, charge and spin = 110.6 kcal per mole

***

# 3
Here is a gas-phase ion, C10H12NO (charge +1) from OMol25. Energies are from the ωB97M-V functional and the def2-TZVPD basis.

Last column: Mulliken charge in e.
Atoms and positions in Å:
C  -1.50092  1.91645  -0.87708  -0.73
C  -0.64053  2.83499  -0.41745  -0.34
C  -1.02212  0.64952  -1.04958  0.01
C  0.68282  2.60388  -0.20710  -0.73
C  0.26244  0.33368  -0.86622  0.45
C  1.19593  1.29664  -0.40724  0.23
C  0.68089  -1.05876  -1.10453  -0.69
C  0.01751  -1.95381  -0.19553  0.00
C  2.43384  0.81066  0.21716  -0.12
C  -1.20949  -2.43202  1.85880  -0.88
N  -0.66236  -1.60841  0.85352  0.01
O  2.80302  -0.37548  -0.02317  -0.57
H  -2.47080  2.15627  -1.17458  0.50
H  -1.02133  3.94526  -0.34676  0.24
H  -1.54846  -0.12127  -1.64453  0.43
H  1.22332  3.41958  0.23940  0.41
H  0.86646  -1.38155  -2.15106  0.43
H  0.33958  -2.99226  -0.24138  0.39
H  2.86107  1.57860  0.84522  0.39
H  -0.88704  -3.40364  1.65966  0.35
H  -0.86197  -2.23944  2.91575  0.32
H  -2.20405  -2.27397  2.00076  0.35
H  -1.17412  -0.71910  0.78808  0.24
H  1.83631  -0.98583  -0.67214  0.32

## Properties
gap between HOMO and LUMO = 0.325 Eh
SMILES = C/[NH+]=C/Cc1ccccc1C=O
total charge = +1
energy above the lowest of the compared OMol25 structures with the same formula, charge and spin = 43.6 kcal per mole

***

# 4
Here is a molecular structure, C27H33Cl3FeN7O9P2Se from OMol25. Energies are from the ωB97M-V functional and the def2-TZVPD basis.

Last column: Mulliken spin population.
Atoms and positions in Å:
Fe  -0.36340  -0.11015  -0.19920  3.71
Cl  5.51458  -4.80318  1.01450  0.00
C  4.14351  -3.86271  0.47288  0.00
C  3.51070  -4.20733  -0.73533  0.00
C  2.42952  -3.49348  -1.16914  0.00
Cl  1.66506  -3.93303  -2.66931  0.00
C  1.88237  -2.37511  -0.44063  0.00
O  0.86976  -1.75537  -0.86585  0.08
C  2.59334  -2.04858  0.75503  -0.01
C  2.19485  -0.91699  1.53995  0.00
O  1.26744  -0.15729  1.30542  0.02
C  3.69552  -2.80006  1.19592  0.00
H  3.88519  -5.03211  -1.32738  0.00
H  2.81075  -0.72802  2.43690  0.00
H  4.19174  -2.51755  2.12143  0.00
C  -0.47210  0.92782  -4.82344  0.00
N  0.73801  0.38600  -4.18026  0.00
C  0.64906  -1.08186  -3.95498  0.00
P  1.45551  1.20474  -2.93907  0.01
O  1.44785  0.58459  -1.59784  0.00
O  0.74939  2.68660  -2.99834  0.00
P  -0.44408  3.02018  -1.93715  0.00
O  -0.95361  1.74043  -1.41824  0.04
N  0.20479  4.07065  -0.85175  0.00
C  1.12310  3.52354  0.16677  0.01
C  0.64162  5.37203  -1.36377  0.00
N  -1.53778  3.90218  -2.80103  0.00
C  -1.37610  4.17375  -4.22415  0.00
C  -2.94205  3.64960  -2.39361  0.00
N  2.99356  1.50922  -3.43932  0.00
C  3.20812  2.10214  -4.75150  0.00
C  3.97591  1.89771  -2.42541  0.00
H  -0.64823  0.35974  -5.73746  0.00
H  -0.32619  1.97151  -5.09488  0.00
H  -1.35925  0.83207  -4.18845  0.00
H  0.59099  -1.57694  -4.92594  0.00
H  -0.22624  -1.34966  -3.36302  0.00
H  1.53097  -1.44297  -3.42993  0.00
H  0.73077  2.60276  0.57248  0.00
H  1.19756  4.24376  0.98175  0.00
H  2.12600  3.35003  -0.24693  0.00
H  -0.08987  5.76572  -2.06783  0.00
H  1.62030  5.31085  -1.85846  0.00
H  0.72747  6.06525  -0.52605  0.00
H  -0.32013  4.25736  -4.48136  0.00
H  -1.86401  5.11996  -4.46240  0.00
H  -1.82954  3.39481  -4.84466  0.00
H  -3.01207  3.53542  -1.31228  0.00
H  -3.34387  2.74168  -2.84990  0.00
H  -3.54903  4.50692  -2.69508  0.00
H  2.49567  1.68686  -5.46482  0.00
H  4.21751  1.86448  -5.09022  0.00
H  3.10260  3.19490  -4.73321  0.00
H  3.74498  1.40391  -1.48384  0.00
H  3.99410  2.98292  -2.26404  0.00
H  4.96916  1.58705  -2.75235  0.00
O  -2.28968  1.11124  5.45227  0.00
C  -2.50084  -0.17787  5.36846  0.00
O  -2.95592  -0.81080  6.29575  0.00
C  -2.12797  -0.85783  4.07909  0.00
C  -2.16973  -2.21736  3.89390  -0.01
Cl  -2.68372  -3.36491  5.04100  0.00
N  -1.77932  -2.50440  2.62255  0.00
N  -1.48950  -1.34939  1.95898  0.05
C  -1.67768  -0.36412  2.82447  -0.01
C  -1.40989  1.07092  2.39015  0.01
O  -1.56608  1.97461  3.23535  0.01
O  -1.01046  1.28310  1.22258  0.05
C  -1.64929  -3.79299  1.95974  0.01
C  -1.55219  -3.83111  0.57671  -0.01
C  -1.42849  -5.03279  -0.09373  0.00
C  -1.39178  -6.22691  0.60504  0.00
C  -1.48772  -6.19674  1.98587  0.00
C  -1.61714  -4.99488  2.66668  0.00
H  -1.96391  1.49945  4.56630  0.00
H  -1.58777  -2.92653  0.01825  -0.01
H  -1.38132  -5.02316  -1.17446  0.00
H  -1.29896  -7.17136  0.08097  0.00
H  -1.46098  -7.11907  2.55462  0.00
H  -1.67171  -5.01824  3.73719  0.00
Se  -2.53953  -0.52513  -1.79072  0.03
C  -3.37224  -2.15296  -1.79538  0.00
N  -3.94311  -3.16018  -1.83195  0.01

## Properties
gap between HOMO and LUMO (alpha / beta) = 0.262 / 0.261 Eh
multiplicity = 5
total charge = -1
energy above the lowest of the compared OMol25 structures with the same formula, charge and spin = 18.3 kcal per mole

***

# 5
Here is 2 unconnected molecules or ions with the total composition C3H3OP from OMol25. Energies are from the ωB97M-V functional and the def2-TZVPD basis.

Last column: Mulliken charge in e.
Atoms and positions in Å:
C  -0.49317  0.70071  0.15043  0.26
C  -0.17439  -0.55929  -2.15702  0.09
C  0.49719  0.20525  1.05891  -0.66
O  -0.49307  -1.66316  -2.14033  -0.21
P  -1.63298  1.21160  -0.79524  -0.29
H  0.63369  0.96141  1.85711  0.27
H  1.49010  0.01087  0.63635  0.29
H  0.17263  -0.86740  1.38979  0.25

## Properties
gap between HOMO and LUMO = 0.342 Eh
energy above the lowest of the compared OMol25 structures with the same formula, charge and spin = 42.8 kcal per mole

***

# 6
Here is C3H3N3O2 in the gas phase from OMol25. Energies are from the ωB97M-V functional and the def2-TZVPD basis.

Last column: Mulliken charge in e.
Atoms and positions in Å:
C  -0.83823  0.63676  -0.50642  0.56
C  -0.17516  0.45967  0.77193  -0.26
C  0.76497  -0.50466  0.72402  0.45
H  -1.64581  1.58392  -1.63091  0.44
H  -0.64373  0.87034  1.66350  0.36
H  1.70167  -2.00035  1.43005  0.36
N  1.17995  -0.86916  -0.48944  -0.16
N  0.64566  -0.63508  -1.61839  -0.43
N  -0.56871  0.01984  -1.55118  -0.30
O  -1.61418  1.67122  -0.53919  -0.52
O  1.19359  -1.23249  1.74601  -0.50

## Properties
gap between HOMO and LUMO = 0.366 Eh
SMILES = Oc1cc(O)nnn1
energy above the lowest of the compared OMol25 structures with the same formula, charge and spin = 92.4 kcal per mole